<A>
10
Properties=species:S:1:pos:R:3:mulliken_charge:R:1 method="wB97M-V/def2-TZVPD" e_lumo_ev=0.62 multiplicity=1 e_homo_ev=-8.5
N -1.06 -1.11 0.54 -0.49
C -0.39 0.01 0.13 0.53
C 0.72 -0.44 -0.67 -0.35
N 1.74 0.38 -0.58 -0.34
O 1.26 1.45 0.08 -0.12
C -0.05 1.28 0.45 -0.57
H -0.17 -1.70 0.05 0.33
H -2.08 -1.05 0.67 0.24
H 0.53 -0.96 -1.60 0.36
H -0.49 2.14 0.94 0.41



<B>
10
Properties=species:S:1:pos:R:3:mulliken_charge:R:1 method="wB97M-V/def2-TZVPD" e_lumo_ev=-0.13 multiplicity=1 e_homo_ev=-8.9
O -1.65 -1.14 0.02 -0.48
C -0.54 -0.35 -0.15 0.40
C -0.38 1.04 -0.24 -0.48
N 0.89 1.38 -0.02 -0.49
C 1.51 0.23 0.23 -0.15
N 0.71 -0.81 0.34 -0.38
H -2.23 -0.58 0.55 0.33
H -1.13 1.78 -0.48 0.41
H 2.56 0.12 0.46 0.40
H 0.26 -1.65 -0.72 0.45



<C>
10
Properties=species:S:1:pos:R:3:mulliken_charge:R:1 method="wB97M-V/def2-TZVPD" e_lumo_ev=-0.33 multiplicity=1 e_homo_ev=-10.2
C 2.16 -0.28 0.32 -0.29
N 1.35 -0.60 -0.60 -0.42
N 0.06 -0.73 -0.32 0.00
C -0.69 0.26 -0.19 0.04
C -2.15 0.13 -0.15 -0.12
O -2.69 -0.93 0.15 -0.45
H 3.20 -0.14 0.09 0.27
H 1.80 0.06 1.30 0.28
H -0.26 1.28 -0.24 0.34
H -2.78 0.96 -0.35 0.35



Relative energy of each structure, in kcal/mol: <A> 47.2; <B> 15.7; <C> 0.0.



<A>
10
Properties=species:S:1:pos:R:3:mulliken_charge:R:1 method="wB97M-V/def2-TZVPD" e_lumo_ev=0.49 multiplicity=1 e_homo_ev=-9.7
C 0.41 -1.15 1.08 -1.12
C -0.88 -1.30 1.28 0.87
O -2.03 -1.41 1.46 -0.36
H 1.05 -0.99 1.93 0.24
H 0.83 -1.29 0.09 0.34
N 1.90 0.69 -1.70 -0.43
C 0.81 0.96 -1.41 0.42
N -0.47 1.21 -1.08 -0.45
H -0.65 1.14 -0.08 0.23
H -0.88 2.02 -1.52 0.25



<B>
10
Properties=species:S:1:pos:R:3:mulliken_charge:R:1 method="wB97M-V/def2-TZVPD" e_lumo_ev=-0.32 multiplicity=1 e_homo_ev=-9.5
N 1.12 0.59 0.26 -0.53
C 1.35 -0.64 0.15 0.17
O 0.37 -1.52 -0.28 -0.22
C -0.58 -1.20 -1.15 -0.31
C -2.12 1.01 0.52 0.27
N -3.26 0.95 0.69 -0.35
H 1.93 1.10 0.59 0.22
H 2.26 -1.19 0.40 0.39
H -0.31 -0.16 -1.48 0.25
H -1.05 1.07 0.37 0.10



Relative energy of each structure, in kcal/mol: <A> 0.0; <B> 70.9.



<A>
10
Properties=species:S:1:pos:R:3:mulliken_charge:R:1 method="wB97M-V/def2-TZVPD" e_lumo_ev=0.62 multiplicity=1 e_homo_ev=-8.9
H -1.10 2.70 -0.14 0.24
N -0.56 1.83 -0.02 -0.47
N -1.39 0.91 0.04 -0.09
C -0.77 -0.40 0.20 -0.40
C 0.16 -0.94 -0.87 -0.24
C 0.69 -0.59 0.26 0.40
O 1.72 -0.46 1.09 -0.47
H -1.47 -1.07 0.71 0.31
H 0.18 -1.31 -1.88 0.36
H 2.53 -0.68 0.61 0.34



<B>
10
Properties=species:S:1:pos:R:3:mulliken_charge:R:1 method="wB97M-V/def2-TZVPD" e_lumo_ev=0.73 multiplicity=1 e_homo_ev=-8.9
O 0.96 0.53 1.70 -0.29
C 0.50 -0.62 1.26 -0.50
C -0.43 -0.37 0.10 0.54
C -0.67 0.91 -0.66 -0.40
N -0.04 0.53 -1.72 -0.44
N 0.42 -0.67 -1.09 -0.30
H 1.63 0.32 2.38 0.43
H -1.33 -0.99 0.19 0.37
H -1.20 1.85 -0.52 0.34
H 0.16 -1.50 -1.63 0.25



Relative energy of each structure, in kcal/mol: <A> 0.0; <B> 21.9.



<A>
10
Properties=species:S:1:pos:R:3:mulliken_charge:R:1 method="wB97M-V/def2-TZVPD" e_lumo_ev=0.51 multiplicity=1 e_homo_ev=-8.7
N -1.86 0.82 -2.06 -0.43
C -1.22 0.86 -1.09 0.04
C -0.46 0.86 0.10 -0.58
C 0.37 -0.17 0.41 0.81
N 0.78 -1.14 -0.43 -0.42
O 0.89 -0.26 1.64 -0.48
H -0.46 1.75 0.72 0.27
H 1.15 -2.00 -0.06 0.24
H 0.39 -1.15 -1.36 0.23
H 0.42 0.41 2.15 0.32



<B>
10
Properties=species:S:1:pos:R:3:mulliken_charge:R:1 method="wB97M-V/def2-TZVPD" e_lumo_ev=-0.22 multiplicity=1 e_homo_ev=-8.9
O -0.34 2.03 0.24 -0.25
C -0.67 1.35 -0.82 -0.27
C 0.33 0.36 -1.26 0.20
N 0.71 -0.72 -0.70 -0.50
C 0.17 -1.14 0.52 0.04
N -1.07 -1.05 0.79 -0.54
H 0.50 1.73 0.65 0.33
H 0.71 0.56 -2.27 0.38
H 0.92 -1.63 1.15 0.36
H -1.26 -1.50 1.69 0.24



<C>
10
Properties=species:S:1:pos:R:3:mulliken_charge:R:1 method="wB97M-V/def2-TZVPD" e_lumo_ev=-0.84 multiplicity=1 e_homo_ev=-9.7
C -1.22 1.62 0.77 -0.26
N -0.59 1.51 -0.30 -0.25
N 0.54 0.71 -0.62 -0.24
C 0.25 -0.53 -0.38 0.04
C 1.36 -1.66 -0.53 0.11
O 2.64 -1.69 -0.60 -0.47
H -2.19 2.32 0.58 0.23
H -0.88 1.38 1.79 0.31
H -0.66 -1.04 -0.30 0.33
H 0.74 -2.62 -0.42 0.20



<D>
10
Properties=species:S:1:pos:R:3:mulliken_charge:R:1 method="wB97M-V/def2-TZVPD" e_lumo_ev=0.33 multiplicity=1 e_homo_ev=-7.8
N 1.70 -0.31 0.24 -0.40
C 0.38 -0.09 0.25 0.69
C -0.23 1.16 0.04 -0.72
O -1.66 0.81 0.26 -0.21
C -1.57 -0.45 -0.04 0.13
N -0.51 -1.14 0.33 -0.58
H 2.29 0.50 0.30 0.25
H 2.08 -1.21 0.47 0.26
H -0.25 1.50 -1.01 0.20
H -2.23 -0.77 -0.83 0.37



Relative energy of each structure, in kcal/mol: <A> 0.0; <B> 80.5; <C> 85.1; <D> 64.2.



<A>
20
Properties=species:S:1:pos:R:3:mulliken_charge:R:1 method="wB97M-V/def2-TZVPD" e_lumo_ev=0.93 multiplicity=1 e_homo_ev=-7.6
C -0.71 2.07 -0.81 -1.31
C 0.05 1.12 0.06 0.60
C 1.33 1.31 0.42 -0.32
N 2.04 0.49 1.25 -0.52
C -0.69 -0.09 0.58 -0.97
N 0.00 -1.26 0.03 -0.05
C -0.67 -1.82 -1.11 -0.95
O 0.23 -2.27 1.07 -0.46
H -1.14 1.56 -1.67 0.28
H -0.06 2.87 -1.17 0.39
H -1.53 2.53 -0.26 0.27
H 1.86 2.19 0.07 0.36
H 3.04 0.52 1.12 0.25
H 1.69 -0.47 1.33 0.25
H -0.60 -0.13 1.67 0.41
H -1.75 -0.06 0.32 0.44
H -0.67 -1.07 -1.90 0.34
H -1.71 -2.13 -0.90 0.35
H -0.10 -2.69 -1.46 0.30
H -0.62 -2.66 1.36 0.32



<B>
20
Properties=species:S:1:pos:R:3:mulliken_charge:R:1 method="wB97M-V/def2-TZVPD" e_lumo_ev=1.05 multiplicity=1 e_homo_ev=-8.5
H -1.34 1.75 1.45 0.17
N -0.71 0.99 1.21 -0.67
C 0.26 1.31 0.43 0.90
C 0.38 2.63 -0.27 -1.31
C 1.13 0.21 -0.03 -0.83
C 0.18 -0.88 -0.84 -0.10
O -0.34 -0.21 -1.97 -0.51
N -0.87 -1.37 -0.04 -0.47
C -0.52 -2.48 0.82 -0.92
H -0.25 3.39 0.19 0.40
H 0.09 2.49 -1.31 0.28
H 1.42 2.97 -0.26 0.33
H 1.53 -0.36 0.80 0.32
H 1.91 0.55 -0.71 0.38
H 0.87 -1.67 -1.16 0.35
H -1.26 -0.49 -2.05 0.33
H -1.17 -0.46 0.62 0.41
H -0.04 -3.27 0.24 0.33
H -1.43 -2.89 1.25 0.31
H 0.16 -2.20 1.64 0.31



<C>
20
Properties=species:S:1:pos:R:3:mulliken_charge:R:1 method="wB97M-V/def2-TZVPD" e_lumo_ev=0.63 multiplicity=1 e_homo_ev=-8.5
H 2.82 -0.35 1.07 0.27
N 2.10 -0.64 1.73 -0.82
C 0.94 -0.21 1.42 0.43
C -0.17 -0.50 2.32 -0.23
C -1.44 -0.23 1.99 -0.61
H 0.80 0.80 0.65 0.22
H 0.07 -1.08 3.20 0.36
H -2.27 -0.54 2.61 0.28
H -1.68 0.31 1.09 0.10
N -1.05 1.57 -1.83 -0.28
C 0.24 1.45 -1.48 0.02
O 0.66 1.82 -0.37 -0.63
H -1.38 1.21 -2.71 0.23
H -1.72 1.83 -1.12 0.24
H 0.92 1.21 -2.31 0.43
C 0.21 -1.29 -1.30 -1.02
H 0.37 -2.32 -0.98 0.36
H 0.99 -1.06 -2.02 0.34
H -0.77 -1.24 -1.76 0.30
H 0.36 -0.74 -0.20 0.02



<D>
20
Properties=species:S:1:pos:R:3:mulliken_charge:R:1 method="wB97M-V/def2-TZVPD" e_lumo_ev=0.96 multiplicity=1 e_homo_ev=-8.2
N 0.15 3.41 -0.84 -0.58
C 0.17 2.13 -0.25 -0.08
C 1.23 1.31 -0.09 -0.60
C 1.10 -0.12 0.42 -0.71
C -0.28 -0.77 0.26 0.20
N -0.79 -0.65 -1.10 -0.55
C -0.06 -2.29 0.57 -0.66
O -1.19 -2.74 1.28 -0.55
H -0.56 3.63 -1.56 0.23
H 1.03 3.67 -1.28 0.24
H -0.74 1.80 0.20 0.34
H 2.27 1.50 -0.34 0.27
H 1.32 -0.11 1.49 0.37
H 1.83 -0.75 -0.17 0.38
H -0.96 -0.17 0.87 0.24
H -1.61 -0.09 -1.27 0.25
H -0.05 -0.36 -1.73 0.26
H 0.87 -2.28 1.23 0.31
H 0.05 -2.79 -0.40 0.32
H -1.89 -3.10 0.73 0.31



Relative energy of each structure, in kcal/mol: <A> 32.7; <B> 0.0; <C> 45.9; <D> 17.0.



<A>
6
Properties=species:S:1:pos:R:3:mulliken_spin:R:1 method="wB97M-V/def2-TZVPD" e_lumo_ev="0.66 / 0.38" multiplicity=3 e_homo_ev="-9.4 / -10.4" s2=2.0066
C -0.87 0.19 -0.71 0.01
N 1.66 0.20 1.10 1.81
O -0.19 -0.40 0.09 0.04
F 1.84 -0.94 1.72 0.14
H -1.93 -0.08 -0.87 0.01
H -0.50 1.02 -1.32 0.00



<B>
6
Properties=species:S:1:pos:R:3:mulliken_spin:R:1 method="wB97M-V/def2-TZVPD" e_lumo_ev="0.53 / -3.65" multiplicity=3 e_homo_ev="-9.4 / -11.4" s2=2.0269
C -0.37 0.68 0.07 -0.10
N 0.09 -0.61 -0.11 1.24
O 0.27 1.69 -0.12 0.28
F 1.75 -1.00 -0.11 0.58
H -1.54 0.70 -0.08 0.03
H -0.20 -1.46 0.34 -0.03



Relative energy of each structure, in kcal/mol: <A> 0.0; <B> 7.6.